DFT (wB97M-V/def2-TZVPD) results for a structure of composition C7H9AgF6NO4S2Si at a distorted geometry.

The LUMO energy comes out at 3.083 eV. The calculated total energy is -66938.0859 eV. The molar mass is 485.2 g mol⁻¹. As for the net charge: -1. As for the HOMO-LUMO gap: 9.0 eV.

CARTESIAN COORDINATES (ANGSTROEM)
Ag 1.5896 0.8072 -0.0804
F 2.0130 5.9207 -0.5039
C 0.8227 5.3442 -0.6363
F 0.0425 5.7331 0.3640
F 0.2794 5.7721 -1.7738
S 0.9889 3.4736 -0.6956
O 2.4065 3.1853 -0.7558
O 0.1422 3.0955 -1.7795
N 0.3491 2.9535 0.6870
S 1.2351 3.0735 2.0428
O 1.9164 1.8400 2.3449
O 1.9517 4.3114 2.1740
C -0.1449 3.1652 3.2541
F -0.9092 4.2291 3.0397
F -0.9014 2.0786 3.2166
F 0.3894 3.2689 4.4725
C -0.6986 -4.0755 -2.8044
Si -0.6699 -3.6430 -0.9820
C -2.4380 -3.4549 -0.3943
C 0.1158 -5.0671 -0.0521
C 0.2580 -2.1269 -0.6986
C 0.9240 -1.1186 -0.5082
H -1.1970 -5.0330 -2.9807
H 0.3191 -4.1372 -3.1963
H -1.2247 -3.3038 -3.3711
H -3.0193 -4.3662 -0.5604
H -2.9256 -2.6317 -0.9215
H -2.4591 -3.2202 0.6725
H -0.3969 -6.0093 -0.2676
H 0.0746 -4.8916 1.0252
H 1.1664 -5.1730 -0.3309

Cartesian forces (eV/Å) of the 2 atoms listed first:
Ag -0.0392 -0.8088 -0.0362
F 0.0732 0.0467 0.0442

Here are the Mulliken charges for atoms 1 to 5, given in e:
1 Ag -0.22
2 F -0.23
3 C 0.63
4 F -0.22
5 F -0.21

***

DFT (wB97M-V/def2-TZVPD) results for an isolated molecule of CH5OP at a distorted geometry.

The LUMO energy comes out at 0.919 eV. The calculated total energy is -12453.6437 eV. The molar mass is 64.0 g mol⁻¹. As for the net charge: 0. As for the HOMO-LUMO gap: 11.2 eV. As for the SMILES: C[PH2]=O. The calculation puts the energy relative to the best compared isomer or geometry (same formula, charge and spin) at 47.8 kJ/mol.

CARTESIAN COORDINATES (ANGSTROEM)
C -0.6666 -0.5171 -0.2950
P 0.6083 0.5393 0.3237
O 0.0096 1.7463 0.9170
H -0.5347 -1.5594 -0.5329
H -1.5372 -0.6251 0.4243
H -0.9136 -0.2895 -1.2521
H 1.5187 -0.1879 1.2863
H 1.5155 0.8934 -0.8713

Cartesian forces (eV/Å) of the 2 atoms listed first:
C -0.8626 -2.5440 2.6346
P 2.1378 0.4568 -0.1411

Here are the Mulliken charges for atoms 1 to 5, given in e:
1 C -0.96
2 P 0.32
3 O -0.59
4 H 0.40
5 H 0.29

***

DFT (wB97M-V/def2-TZVPD) results for a structure of composition C4H5Br3O3 at a distorted geometry.

The LUMO energy comes out at 0.054 eV. The calculated total energy is -220497.9548 eV. The molar mass is 340.8 g mol⁻¹. As for the net charge: 0. As for the HOMO-LUMO gap: 10.2 eV. The calculation puts the energy relative to the best compared isomer or geometry (same formula, charge and spin) at 42.5 kJ/mol.

CARTESIAN COORDINATES (ANGSTROEM)
C -3.0575 4.8183 -4.5740
Br -2.5789 5.4294 -6.4017
Br -4.9347 4.3949 -4.5170
Br -2.6585 6.2922 -3.3938
H -2.4589 3.9510 -4.2956
C 1.4491 -2.6667 3.2514
C 2.4543 -2.9523 2.1453
O 1.6832 -2.5874 0.9941
C 0.6812 -1.7216 1.3851
O -0.0538 -1.0609 0.6049
O 0.6211 -1.6413 2.7052
H 2.0480 -2.2411 4.0566
H 0.7901 -3.4783 3.5601
H 2.5705 -4.0311 2.2496
H 3.4447 -2.5050 2.2298

Cartesian forces (eV/Å) of the 2 atoms listed first:
C -0.0238 0.8134 -0.7155
Br -0.0720 -0.6073 0.6483

Here are the Mulliken charges for atoms 1 to 5, given in e:
1 C -0.33
2 Br -0.03
3 Br 0.01
4 Br 0.00
5 H 0.35

***

DFT (wB97M-V/def2-TZVPD) results for an isolated molecule of F2H2N2O2S at a distorted geometry.

The LUMO energy (spin up / spin down) comes out at 0.288 / -1.593 eV. The calculated total energy is -23367.8591 eV. The molar mass is 132.1 g mol⁻¹. The expectation value of S² is 2.013. As for the net charge: 0. As for the HOMO-LUMO gap (spin up / spin down): 9.0 / 9.1 eV. Its spin multiplicity is 3. The calculation puts the energy relative to the best compared isomer or geometry (same formula, charge and spin) at 318.1 kJ/mol.

CARTESIAN COORDINATES (ANGSTROEM)
N -0.1700 -0.0342 -0.0880
N -2.5845 0.8241 -0.5862
O -1.6679 -1.4150 -1.3230
O -1.9993 -1.4918 1.6714
F -3.8650 0.4650 -0.5938
F -2.3965 1.5398 0.5675
S -1.6582 -0.5709 -0.1713
H 0.1729 0.3794 0.8581
H 0.4474 -0.7703 -0.6031

Cartesian forces (eV/Å) of the 2 atoms listed first:
N 3.3577 0.4283 1.0209
N 1.2471 2.6308 -2.3300

Here are the Mulliken charges for atoms 1 to 5, given in e:
1 N -0.49
2 N 0.26
3 O -0.57
4 O -0.30
5 F -0.13

***

DFT (wB97M-V/def2-TZVPD) results for a structure of composition C13H16BCl4N2OS2 at a distorted geometry.

The LUMO energy comes out at 2.346 eV. The calculated total energy is -91211.2510 eV. The molar mass is 433.0 g mol⁻¹. As for the net charge: -1. As for the HOMO-LUMO gap: 7.2 eV.

CARTESIAN COORDINATES (ANGSTROEM)
Cl -0.7463 -2.5769 -6.2979
B -1.6338 -1.6126 -4.9773
Cl -2.4233 -0.0537 -5.7345
Cl -3.0100 -2.6021 -4.1618
O -0.6461 -1.2600 -3.9511
C -0.8307 -0.3219 -3.0610
C 0.3846 0.2755 -2.4816
C 0.1994 1.2649 -1.5113
C 1.2912 1.8535 -0.8890
C 2.5833 1.4088 -1.2242
Cl 3.9396 2.0774 -0.4111
C 2.7790 0.4358 -2.2121
C 1.6728 -0.1571 -2.8238
H -1.6967 0.3520 -3.1885
H -0.8155 1.5817 -1.2655
H 1.1634 2.6510 -0.1565
H 3.7938 0.1517 -2.4789
H 1.8064 -0.9582 -3.5507
C 0.0014 0.9960 4.8291
N -0.0960 0.6313 3.4287
C 0.7662 -0.4695 3.0777
C 0.7150 -0.7931 1.5917
N -0.6658 -0.8920 1.1291
C -0.7771 -1.3905 -0.1664
S 0.3555 -2.4193 -0.8452
S -2.0584 -0.8477 -1.1560
C -1.5635 0.1967 1.5002
C -1.4618 0.4664 2.9940
H -0.6170 1.8811 5.0127
H -0.3432 0.1929 5.5040
H 1.0406 1.2285 5.0792
H 1.7938 -0.1741 3.3355
H 0.5152 -1.3974 3.6403
H 1.2849 -0.0397 1.0151
H 1.1829 -1.7765 1.4215
H -1.3434 1.1319 0.9554
H -2.5992 -0.0899 1.2611
H -1.9703 -0.3554 3.5411
H -1.9707 1.4103 3.2279

Cartesian forces (eV/Å) of the 2 atoms listed first:
Cl -0.1384 0.1613 0.2903
B -0.6104 -0.1115 0.0468

Here are the Mulliken charges for atoms 1 to 5, given in e:
1 Cl -0.34
2 B 0.85
3 Cl -0.35
4 Cl -0.32
5 O -0.53

***

DFT (wB97M-V/def2-TZVPD) results for a structure of composition C28H45CoF4N7PS.

The LUMO energy (spin up / spin down) comes out at 2.750 / 2.750 eV. The calculated total energy is -108821.1291 eV. The molar mass is 677.7 g mol⁻¹. The expectation value of S² is 1.185. As for the net charge: -1. As for the HOMO-LUMO gap (spin up / spin down): 7.2 / 7.0 eV. Its spin multiplicity is 2.

CARTESIAN COORDINATES (ANGSTROEM)
Co 0.3365 1.2473 -2.0761
C 2.9097 -0.6108 -2.3401
C 1.8695 -0.8502 -3.4208
N 1.1413 0.3638 -3.8666
C 2.0247 1.1642 -4.7414
C 1.4850 2.5452 -5.0686
C -0.0464 -0.0645 -4.6369
C -1.1862 -0.4518 -3.7179
N -1.3803 0.6702 -2.8239
C -2.4961 0.7219 -2.0683
C -2.7707 1.9084 -1.3425
F -1.9151 2.9412 -1.4584
C -3.8708 2.0612 -0.5390
F -4.0421 3.2340 0.1081
C -4.8185 1.0620 -0.3819
C -4.5862 -0.0984 -1.0868
F -5.4487 -1.1315 -0.9565
C -3.4806 -0.2759 -1.8929
F -3.3314 -1.5054 -2.4537
H 3.4651 -1.5372 -2.1733
H 2.4157 -0.3347 -1.4089
H 3.6255 0.1676 -2.6057
H 1.1268 -1.5514 -3.0382
H 2.3273 -1.3136 -4.3080
H 2.2026 0.5935 -5.6661
H 2.9822 1.2785 -4.2405
H 0.5960 2.5163 -5.6995
H 2.2552 3.1092 -5.5956
H 1.2435 3.0897 -4.1554
H 0.2280 -0.8844 -5.3161
H -0.3790 0.7785 -5.2398
H -0.9560 -1.3845 -3.1852
H -2.0683 -0.6547 -4.3352
H -5.6814 1.1859 0.2536
S 1.8608 2.8992 -1.3695
C 3.2541 2.9356 -2.3021
N 4.2199 2.9682 -2.9458
N 0.0217 0.4782 -0.4078
P 0.1730 -0.0975 0.9788
N 1.7075 -0.6179 1.4497
C 2.7684 0.3756 1.2820
C 4.1215 -0.3154 1.2404
C 4.4233 -0.9996 2.5853
C 3.1234 -1.3728 3.3127
C 2.0339 -1.7485 2.3150
N -0.7048 -1.5296 1.3044
C -0.4098 -2.5976 0.3327
C -1.4463 -3.7272 0.4269
C -1.9980 -3.8180 1.8447
C -2.7592 -2.5250 2.1721
C -2.1508 -1.3424 1.4110
N -0.3143 0.9487 2.2009
C -0.9614 2.2214 1.8888
C -2.1645 2.4485 2.7937
C -1.7375 2.5076 4.2722
C -0.4244 1.7445 4.5026
C -0.3310 0.5278 3.5916
H 2.7567 1.1148 2.1002
H 2.5783 0.9363 0.3668
H 4.8990 0.4072 0.9864
H 4.0997 -1.0536 0.4341
H 5.0188 -0.3382 3.2199
H 5.0265 -1.8963 2.4191
H 2.7765 -0.5265 3.9121
H 3.2911 -2.2019 4.0049
H 1.1294 -2.0861 2.8208
H 2.3998 -2.6003 1.7194
H 0.5863 -2.9919 0.5436
H -0.3936 -2.1855 -0.6859
H -0.9831 -4.6667 0.1168
H -2.2711 -3.5397 -0.2665
H -1.1654 -3.9447 2.5420
H -2.6477 -4.6887 1.9604
H -2.7276 -2.3355 3.2483
H -3.8122 -2.6226 1.8915
H -2.3586 -0.4063 1.9274
H -2.5995 -1.2497 0.4149
H -1.2445 2.2009 0.8387
H -0.2523 3.0523 2.0057
H -2.8747 1.6313 2.6383
H -2.6799 3.3636 2.4982
H -2.5254 2.0857 4.9022
H -1.6116 3.5463 4.5878
H -0.3355 1.4339 5.5464
H 0.4292 2.3939 4.2901
H -1.1723 -0.1528 3.8059
H 0.5814 -0.0326 3.8082

Cartesian forces (eV/Å) of the 2 atoms listed first:
Co -0.0340 -0.0931 -0.0487
C -0.0177 0.0035 -0.0168

Here are the Mulliken charges for atoms 1 to 5, given in e:
1 Co -0.47
2 C -1.65
3 C -0.82
4 N 1.59
5 C -0.91

***

Q: What is the calculated total energy in the third record?
A: -220497.9548 eV

***

Q: The highest calculated total energy belongs to which entry?
A: CH5OP